Entry 1:
The molecule C5H12Si2. Source: the Open Molecules 2025 dataset; level of theory: the ωB97M-V functional and the def2-TZVPD basis.

The geometry in ORCA input format:
```
! RIJCOSX wB97M-V def2-TZVPD def2/J DEFGRID3
* xyz 0 1
H 1.062 -0.321 2.009
C 1.152 0.193 1.104
H 2.525 -0.647 -1.102
H 0.238 -2.096 -1.267
C 1.673 -0.063 -1.297
Si -2.545 0.333 0.366
C 0.349 -1.848 -0.215
H -3.300 1.604 0.665
C -0.626 0.534 -0.107
H 0.950 2.842 -0.051
H -0.400 2.526 1.941
H 1.234 -2.505 0.062
Si 0.207 1.896 0.714
H -0.619 -1.930 0.223
H -2.831 -0.592 1.615
H 1.399 -0.271 -2.338
H -3.110 -0.227 -0.849
C 0.716 -0.398 -0.215
H 1.926 0.972 -1.258
*
```

Output
- Kohn-Sham gap (spin up / spin down) (eV) = 8.096 / 8.097
- energy relative to the best compared isomer or geometry (same formula, charge and spin) (eV) = 4.468
- HOMO (spin up / spin down) (eV) = -8.27 / -8.27
- LUMO energy (spin up / spin down) (eV) = -0.18 / -0.18
- DFT total energy (eV) = -21129.8143



Entry 2:
The ion C5H13BNO2 with charge +1. Source: the Open Molecules 2025 dataset; level of theory: the ωB97M-V functional and the def2-TZVPD basis.

The geometry in ORCA input format:
```
! RIJCOSX wB97M-V def2-TZVPD def2/J DEFGRID3
* xyz 1 1
N 0.609 -0.536 -0.385
C 0.810 0.650 -1.291
H -0.989 0.169 -2.125
O -2.479 0.350 1.679
H 2.709 1.224 -1.957
H 1.488 -1.058 1.924
C -0.146 0.857 -2.161
H -3.480 0.425 1.870
H 1.733 2.564 -0.915
H -2.986 -1.106 -0.392
H 0.180 0.726 1.362
O -2.048 -0.934 -0.331
C 2.022 1.452 -1.130
H -0.142 -1.087 -0.847
C 0.398 -1.335 1.881
C -0.119 -0.179 0.943
B -1.703 -0.278 0.836
H 0.070 -1.268 2.992
H 1.416 -1.183 -0.238
H 2.634 1.185 -0.180
H -0.124 1.576 -2.934
H 0.146 -2.215 1.398
*
```

Output
- Kohn-Sham gap (eV) = 11.310
- energy relative to the best compared isomer or geometry (same formula, charge and spin) (eV) = 1.656
- HOMO (eV) = -14.16
- LUMO energy (eV) = -2.85
- SMILES = C=C(C)[NH2+][C@H](C)B(O)O
- DFT total energy (eV) = -11652.2242



Entry 3:
A cluster of 2 separate species, C5H13Cl2NOSi in total. Source: the Open Molecules 2025 dataset; level of theory: the ωB97M-V functional and the def2-TZVPD basis.

The geometry in ORCA input format:
```
! RIJCOSX wB97M-V def2-TZVPD def2/J DEFGRID3
* xyz 0 1
H 1.432 0.729 -1.845
O -0.950 -0.320 -1.066
C 1.330 -2.203 -1.248
H 2.340 -2.118 -1.283
C -2.039 0.869 1.939
N 0.169 -0.120 -0.327
C 0.854 0.917 -0.959
C 1.875 1.566 0.003
C 0.953 -1.358 0.015
Cl -3.874 1.566 -0.723
H -1.301 1.550 1.760
H -1.343 0.218 2.506
H 0.772 -1.739 -2.072
H 2.904 1.870 -0.288
Si -2.861 0.182 0.397
H 1.714 -0.907 0.496
H 0.897 -3.270 -1.085
Cl -3.910 -1.504 0.519
H 1.290 2.402 0.515
H 0.258 -2.029 0.567
H -2.750 1.259 2.715
H 2.133 0.871 0.780
H 0.107 1.570 -1.316
*
```

Output
- Kohn-Sham gap (spin up / spin down) (eV) = 7.381 / 7.378
- energy relative to the best compared isomer or geometry (same formula, charge and spin) (eV) = 1.314
- HOMO (spin up / spin down) (eV) = -7.24 / -7.24
- LUMO energy (spin up / spin down) (eV) = 0.14 / 0.14
- DFT total energy (eV) = -41854.4169



Entry 4:
A cluster of 3 separate species, C5H13Cl4FOPS in total. Source: the Open Molecules 2025 dataset; level of theory: the ωB97M-V functional and the def2-TZVPD basis.

The geometry in ORCA input format:
```
! RIJCOSX wB97M-V def2-TZVPD def2/J DEFGRID3
* xyz 1 1
H -0.919 -0.843 3.420
C -0.246 3.537 -3.960
S 1.817 -1.221 4.248
Cl 0.260 -0.412 -1.048
H -2.372 0.533 -0.296
P 0.068 -1.831 3.133
C 3.191 -2.237 3.590
H 0.175 1.592 -3.118
Cl -1.538 2.926 -5.022
H 4.141 -1.687 3.670
H 3.226 -3.148 4.215
H -0.523 4.536 -3.629
O -0.462 -3.163 3.633
H 2.948 -2.501 2.547
Cl -2.190 -1.357 1.105
H 0.886 2.947 -2.239
C -1.378 -0.982 -1.473
H 0.655 3.615 -4.567
C 0.006 2.615 -2.791
H -1.344 -2.066 -1.557
H -1.615 -0.569 -2.453
F 2.096 0.302 3.789
Cl -1.356 2.610 -1.638
H 0.298 -1.864 1.728
C -2.411 -0.538 -0.466
H -3.410 -0.792 -0.820
*
```

Output
- Kohn-Sham gap (eV) = 6.924
- HOMO (eV) = -12.76
- LUMO energy (eV) = -5.83
- DFT total energy (eV) = -80366.0737



Entry 5:
A structure of composition C5H13ClNO. Source: the Open Molecules 2025 dataset; level of theory: the ωB97M-V functional and the def2-TZVPD basis.

The geometry in ORCA input format:
```
! RIJCOSX wB97M-V def2-TZVPD def2/J DEFGRID3
* xyz 1 1
H 1.395 -1.162 1.839
H 1.459 0.833 -0.488
H -0.488 -2.076 1.120
H -1.470 -0.990 2.037
H 1.105 -1.684 -0.488
Cl -1.460 2.476 -0.232
H -1.632 0.836 -2.003
H -0.273 -1.578 -1.573
H -1.833 -1.146 0.309
C 0.669 -1.115 -1.249
C -0.826 1.389 -1.489
C 0.465 0.188 -0.609
C 0.938 -0.191 1.873
C -0.973 -1.101 1.015
O -0.127 2.060 -2.382
H -0.715 0.899 1.029
H 0.501 -0.207 2.911
H 0.244 2.979 -2.162
H 1.371 -0.991 -2.088
N -0.085 0.025 0.788
H 1.734 0.558 1.846
*
```

Output
- Kohn-Sham gap (eV) = 11.075
- energy relative to the best compared isomer or geometry (same formula, charge and spin) (eV) = 0.000
- HOMO (eV) = -13.82
- LUMO energy (eV) = -2.74
- DFT total energy (eV) = -21447.2161



Entry 6:
A cluster of 2 separate species, C5H13ClNOP in total. Source: the Open Molecules 2025 dataset; level of theory: the ωB97M-V functional and the def2-TZVPD basis.

The geometry in ORCA input format:
```
! RIJCOSX wB97M-V def2-TZVPD def2/J DEFGRID3
* xyz 0 1
Cl 5.196 -0.057 0.378
H -0.420 1.655 -0.909
C -1.212 1.929 -0.165
H -2.417 -2.939 0.808
O 1.127 -0.664 1.998
H -2.515 -0.501 -0.920
H 3.043 -0.830 -0.588
H -1.331 -1.783 -0.928
N -0.772 -0.415 0.349
H -2.982 -1.484 1.563
C -2.770 -1.937 0.635
P 0.713 -1.078 0.669
C 3.951 -0.101 -0.811
C -1.190 0.889 0.944
H 3.491 0.910 -1.162
C -1.877 -1.122 -0.290
H 4.247 -0.193 -1.714
H -1.046 2.908 0.396
H -0.341 1.165 1.599
H -2.296 1.981 -0.595
H -3.741 -2.135 -0.001
H -2.209 0.719 1.376
*
```

Output
- Kohn-Sham gap (eV) = 9.808
- energy relative to the best compared isomer or geometry (same formula, charge and spin) (eV) = 3.194
- HOMO (eV) = -9.58
- LUMO energy (eV) = 0.22
- SMILES = CCN(CC)P=O.CCl
- DFT total energy (eV) = -30743.2174



Entry 7:
The molecule C5H13ClNPS. Source: the Open Molecules 2025 dataset; level of theory: the ωB97M-V functional and the def2-TZVPD basis.

The geometry in ORCA input format:
```
! RIJCOSX wB97M-V def2-TZVPD def2/J DEFGRID3
* xyz 0 1
H 3.531 0.665 0.215
C -1.379 -0.244 0.192
H -2.609 -1.348 -1.076
H -2.204 0.333 -1.651
H -2.647 1.045 1.217
C -1.579 1.049 0.885
H -3.461 -0.013 -0.343
H 0.971 -1.728 0.993
H -1.207 -1.135 0.779
H -1.652 1.933 0.353
Cl 0.180 -2.395 -1.744
C -2.604 -0.321 -0.783
H -0.879 1.220 1.609
S 0.230 1.318 -2.240
H 2.937 -0.180 -1.242
H 2.631 -1.096 1.389
H 1.179 -0.266 2.137
P 0.202 -0.011 -0.857
N 1.494 0.020 0.187
C 2.716 0.473 -0.466
C 1.540 -0.919 1.309
H 2.609 1.599 -0.865
*
```

Output
- Kohn-Sham gap (eV) = 9.270
- energy relative to the best compared isomer or geometry (same formula, charge and spin) (eV) = 1.428
- HOMO (eV) = -9.44
- LUMO energy (eV) = -0.17
- SMILES = CC(C)[P@](=S)(Cl)N(C)C
- DFT total energy (eV) = -39531.9591



Entry 8:
A cluster of 2 separate species, C5H13F2N2 in total. Source: the Open Molecules 2025 dataset; level of theory: the ωB97M-V functional and the def2-TZVPD basis.

The geometry in ORCA input format:
```
! RIJCOSX wB97M-V def2-TZVPD def2/J DEFGRID3
* xyz 1 1
H -3.489 -0.384 -0.576
C 0.735 -1.823 -0.117
H 1.426 0.950 2.377
N 0.757 0.480 0.518
H 0.754 -0.969 -2.488
H 0.459 -2.530 -0.927
H 0.637 -0.598 2.384
H 1.773 -1.896 0.181
F -2.025 0.023 0.945
H 1.477 0.498 -1.695
H -0.093 1.939 -0.639
C 1.258 0.077 1.811
C 0.574 -0.107 -1.819
F -2.088 0.947 -1.097
H 0.098 -2.010 0.814
C -2.821 0.403 -0.098
H 2.279 -0.527 1.728
H -3.354 1.197 0.387
H -0.198 0.565 -2.193
H 0.952 2.502 0.733
N 0.359 -0.469 -0.432
C 0.530 1.735 0.204
*
```

Output
- Kohn-Sham gap (eV) = 9.089
- energy relative to the best compared isomer or geometry (same formula, charge and spin) (eV) = 1.246
- HOMO (eV) = -13.44
- LUMO energy (eV) = -4.35
- DFT total energy (eV) = -13801.5252